No. 1
Formula: C20H25BrI2N4O9P2Ti
Source: the Open Molecules 2025 dataset
Level of theory: ωB97M-V/def2-TZVPD

```
! wB97M-V def2-TZVPD RIJCOSX def2/J DEFGRID3
* xyz 1 2
N -0.2566 -2.1664 -2.9256
H -2.6540 -4.3848 -2.2024
C -0.1369 -2.0293 -4.3615
H -4.6870 2.4426 0.7846
I 1.5795 -0.9915 4.0643
C -2.0906 -3.8200 -2.9392
O -3.4149 -0.3861 3.5924
O -0.5030 1.6089 0.3763
Br 3.3916 -1.1990 0.6271
H -3.2363 2.2870 3.2630
H -1.6069 2.1111 2.8191
O -2.1878 0.3298 -1.0438
C 3.7698 -0.4408 -3.2750
H 0.7372 1.1993 -1.5405
C -4.4694 1.4265 1.1150
C 3.8208 0.8978 -2.9130
H 4.6164 -0.9024 -3.7631
O -2.4609 2.8503 -0.5754
H -2.5352 2.9006 -1.5360
H -1.1176 -1.8393 -4.7973
H -1.7479 -2.8793 -0.1238
H -5.0944 1.1798 1.9755
H -4.2036 -1.7299 1.5294
C 1.5929 0.7488 -2.0205
H 2.8581 4.1836 2.3548
Ti 0.1771 0.2702 1.5053
C 2.6422 -1.1962 -2.9996
H -1.5129 -4.5140 -3.5499
H -2.5855 3.2563 2.0548
H 0.5141 -1.1911 -4.5908
P -2.7281 -0.3757 2.2922
P -1.9643 1.4063 -0.0697
C -1.1147 -2.5312 -0.9175
O -0.0836 1.5795 2.8524
H -0.7798 -2.2386 4.3119
N -2.6010 2.3181 2.4616
H -4.7191 0.7502 0.2986
O -1.2269 -0.6762 2.2935
H 4.7054 1.4823 -3.1253
H 2.6192 -2.2536 -3.2285
C 3.2151 0.6113 1.1372
C 4.3546 1.3776 1.2118
C 2.7359 1.4886 -2.2807
I 0.3258 -3.9249 2.5499
H 2.7699 2.5328 -1.9983
C -2.9950 1.2771 1.4664
C -0.1075 -1.5673 -0.7989
O 0.3785 -0.9727 0.2314
N 1.9734 1.0539 1.4362
H 0.5051 -3.2212 5.1075
C -1.1923 -2.8595 -2.2514
C 0.6074 2.6735 2.5489
H 5.3132 0.9364 0.9854
C 3.0060 3.1785 1.9850
O -3.3473 -1.3992 1.2286
H 0.2788 -2.9339 -4.8065
C 0.2226 -2.6435 4.2363
H 5.1279 3.3322 1.6402
N 0.4110 -1.3660 -2.0430
H -2.7953 -3.3002 -3.5904
C 1.5559 -0.5912 -2.3780
C 1.9140 2.3375 1.9398
O 0.1905 3.7867 2.7694
C 4.2463 2.7096 1.5999
*
```

Calculated values
Energy relative to the best compared isomer or geometry (same formula, charge and spin): 164.1 kJ/mol
Electronic energy: -173474.674 eV
<S²>: 0.76
Orbital gap (spin up / spin down): 6.339 / 8.191 eV
Highest occupied orbital energy (spin up / spin down): -9.5 / -11.4 eV

Results of the Löwdin charge analysis, in e, for atoms 1 through 8: -0.033 0.093 0.026 0.090 0.967 0.010 -0.250 -0.348

No. 2
Formula: C20H25Cl2MoN4O2SiTe4
Source: the Open Molecules 2025 dataset
Level of theory: ωB97M-V/def2-TZVPD

```
! wB97M-V def2-TZVPD RIJCOSX def2/J DEFGRID3
* xyz 1 1
H -4.1537 -0.4960 0.2593
N 1.2359 -5.1992 -0.3994
C -1.1435 4.8083 -3.6704
O 0.9116 -3.0845 0.7858
C 1.4373 -4.0349 -1.3013
H -1.2478 5.6687 -4.3116
Si -2.0766 -0.9917 -1.1287
Cl -2.6261 3.5568 -0.1930
H 3.6689 -4.2545 0.4040
N -0.5726 1.6095 -1.1286
H -2.1457 -3.3524 -0.1014
H -1.9048 0.4167 -3.1992
C -1.8909 4.7286 -2.5072
H -3.5975 0.9496 -0.5803
C -1.7390 3.6499 -1.6579
H -2.5907 5.5072 -2.2570
H 2.5650 -6.6893 -1.0892
H -4.4467 -0.3032 -1.4587
H 5.7899 1.1718 -0.9528
H 2.5864 -6.4470 0.6743
Te 0.1694 2.6349 1.5315
C 4.2877 -0.0577 -0.0120
O 0.8316 -1.7116 -0.9672
H 3.1139 -4.5330 -2.5874
H 0.4465 -5.7980 -0.6416
Mo -0.0085 0.3142 -0.1161
N 1.9991 0.6288 -0.2652
C -2.3196 -2.9043 -1.0778
C 1.0215 -2.8072 -0.4229
C -3.7222 -0.1276 -0.6693
C 2.9396 -4.0363 -1.6313
N 4.3980 4.0004 -2.5846
H 4.9900 -0.7632 0.4033
C -0.1207 2.7108 -3.1728
H 0.3273 3.8487 -4.9142
C 4.1329 3.0940 -1.9388
H -2.3752 -1.2108 -3.6184
C 2.5103 -5.9456 -0.2900
Te -1.1182 -1.2454 1.7439
H 1.7047 2.4612 -1.1906
H 1.0239 -4.6470 0.5164
C -1.7169 -0.6299 -2.9800
Te 0.2551 1.7124 4.0880
C 2.9335 -0.2223 0.2071
C 4.7419 1.0252 -0.7504
H 3.3461 -3.0267 -1.6880
H -3.3398 -3.1414 -1.3568
H -1.6761 -3.3941 -1.8029
C -0.8304 2.6133 -1.9537
C -0.2556 3.7971 -4.0097
C 2.4439 1.7235 -0.9055
C 3.7841 1.9461 -1.1858
Te -2.0136 0.2456 3.8357
Cl 0.9394 1.3963 -3.5556
H 0.8144 -4.0709 -2.1938
H -0.6909 -0.8610 -3.2593
C 3.5546 -4.8579 -0.4977
H 4.5220 -5.2718 -0.7673
H 2.5705 -1.0451 0.8270
*
```

Calculated values
Energy relative to the best compared isomer or geometry (same formula, charge and spin): 199.3 kJ/mol
Electronic energy: -95148.147 eV
Orbital gap: 5.506 eV
Highest occupied orbital energy: -9.3 eV

Results of the Löwdin charge analysis, in e, for atoms 1 through 8: 0.023 0.071 -0.043 -0.124 -0.150 0.119 0.409 0.695

Copy entry 2 word for word.
Formula: C20H25Cl2MoN4O2SiTe4
Source: the Open Molecules 2025 dataset
Level of theory: ωB97M-V/def2-TZVPD

```
! wB97M-V def2-TZVPD RIJCOSX def2/J DEFGRID3
* xyz 1 1
H -4.1537 -0.4960 0.2593
N 1.2359 -5.1992 -0.3994
C -1.1435 4.8083 -3.6704
O 0.9116 -3.0845 0.7858
C 1.4373 -4.0349 -1.3013
H -1.2478 5.6687 -4.3116
Si -2.0766 -0.9917 -1.1287
Cl -2.6261 3.5568 -0.1930
H 3.6689 -4.2545 0.4040
N -0.5726 1.6095 -1.1286
H -2.1457 -3.3524 -0.1014
H -1.9048 0.4167 -3.1992
C -1.8909 4.7286 -2.5072
H -3.5975 0.9496 -0.5803
C -1.7390 3.6499 -1.6579
H -2.5907 5.5072 -2.2570
H 2.5650 -6.6893 -1.0892
H -4.4467 -0.3032 -1.4587
H 5.7899 1.1718 -0.9528
H 2.5864 -6.4470 0.6743
Te 0.1694 2.6349 1.5315
C 4.2877 -0.0577 -0.0120
O 0.8316 -1.7116 -0.9672
H 3.1139 -4.5330 -2.5874
H 0.4465 -5.7980 -0.6416
Mo -0.0085 0.3142 -0.1161
N 1.9991 0.6288 -0.2652
C -2.3196 -2.9043 -1.0778
C 1.0215 -2.8072 -0.4229
C -3.7222 -0.1276 -0.6693
C 2.9396 -4.0363 -1.6313
N 4.3980 4.0004 -2.5846
H 4.9900 -0.7632 0.4033
C -0.1207 2.7108 -3.1728
H 0.3273 3.8487 -4.9142
C 4.1329 3.0940 -1.9388
H -2.3752 -1.2108 -3.6184
C 2.5103 -5.9456 -0.2900
Te -1.1182 -1.2454 1.7439
H 1.7047 2.4612 -1.1906
H 1.0239 -4.6470 0.5164
C -1.7169 -0.6299 -2.9800
Te 0.2551 1.7124 4.0880
C 2.9335 -0.2223 0.2071
C 4.7419 1.0252 -0.7504
H 3.3461 -3.0267 -1.6880
H -3.3398 -3.1414 -1.3568
H -1.6761 -3.3941 -1.8029
C -0.8304 2.6133 -1.9537
C -0.2556 3.7971 -4.0097
C 2.4439 1.7235 -0.9055
C 3.7841 1.9461 -1.1858
Te -2.0136 0.2456 3.8357
Cl 0.9394 1.3963 -3.5556
H 0.8144 -4.0709 -2.1938
H -0.6909 -0.8610 -3.2593
C 3.5546 -4.8579 -0.4977
H 4.5220 -5.2718 -0.7673
H 2.5705 -1.0451 0.8270
*
```

Calculated values
Energy relative to the best compared isomer or geometry (same formula, charge and spin): 199.3 kJ/mol
Electronic energy: -95148.147 eV
Orbital gap: 5.506 eV
Highest occupied orbital energy: -9.3 eV

Results of the Löwdin charge analysis, in e, for atoms 1 through 8: 0.023 0.071 -0.043 -0.124 -0.150 0.119 0.409 0.695

> The lowest energy relative to the best compared isomer or geometry (same formula, charge and spin) belongs to which entry?

C20H25BrI2N4O9P2Ti

> The highest energy relative to the best compared isomer or geometry (same formula, charge and spin) belongs to which entry?

C20H25Cl2MoN4O2SiTe4